No. 1
Density functional theory data (wB97M-V/def2-TZVPD) for a 2-piece molecular cluster, C3H6N2O2S overall.

Last column: Mulliken charge in e.
Cartesian coordinates (Å):
S1 -0.167 -2.286 -0.510  -0.25
O1 -1.602 -0.336 -1.593  -0.55
O2 0.659 1.660 -0.959  -0.45
N1 0.937 -0.379 2.162  -0.62
N2 -0.201 1.740 1.947  -0.53
C1 0.346 0.662 1.893  0.75
C2 0.598 0.338 -0.752  -0.96
C3 -0.346 -0.593 -0.994  0.78
H1 -0.175 1.804 -1.397  0.30
H2 1.382 -0.255 -0.415  0.58
H3 1.255 -1.037 1.541  0.23
H4 0.261 2.619 2.001  0.27
H5 -2.260 -1.042 -1.321  0.31
H6 -0.684 -2.896 -1.603  0.14

Atoms 1-6, force components in eV/Å:
0.105 -0.078 0.325
0.024 -0.659 0.737
0.042 -0.500 0.021
-1.445 1.945 1.651
-1.145 -0.651 -0.276
1.423 -0.156 1.314

Output
- Energy relative to the best compared isomer or geometry (same formula, charge and spin): 86.0 kcal/mol
- Charge: 0
- E_HOMO: -8.5 eV
- Electronic energy: -21116.1192 eV
- SMILES: O/C=C(\O)S.N=C=N

No. 2
Density functional theory data (wB97M-V/def2-TZVPD) for a 2-piece molecular cluster, C3H10NO overall.

Last column: Mulliken charge in e.
Cartesian coordinates (Å):
O1 -0.982 -1.829 -0.780  -0.85
N1 0.737 0.372 -0.822  -0.61
C1 0.194 1.309 0.230  -0.12
C2 1.048 2.488 0.622  -1.16
C3 -0.984 -2.395 0.517  -0.38
H1 -1.221 -1.472 1.315  0.03
H2 1.181 0.898 -1.557  0.12
H3 -0.824 1.577 -0.188  0.21
H4 0.024 -2.912 0.814  0.13
H5 0.759 2.984 1.578  0.33
H6 0.129 0.613 1.037  0.16
H7 -1.788 -3.245 0.775  0.16
H8 2.132 2.217 0.959  0.26
H9 -0.250 -0.310 -0.931  0.34
H10 1.003 3.273 -0.023  0.38

Atoms 1-6, force components in eV/Å:
-0.355 -0.983 1.858
-2.163 -0.487 1.588
-0.119 -0.925 -1.907
1.609 -1.598 3.653
-0.275 1.486 0.104
0.631 -2.288 -1.113

Output
- Energy relative to the best compared isomer or geometry (same formula, charge and spin): 54.3 kcal/mol
- Charge: -1
- E_HOMO: -2.8 eV
- Electronic energy: -6808.4182 eV

No. 3
Density functional theory data (wB97M-V/def2-TZVPD) for C5H8Br2 as an isolated structure.

Last column: Mulliken charge in e.
Cartesian coordinates (Å):
Br1 -2.770 1.607 -0.061  -0.07
Br2 -2.806 -1.584 -0.035  -0.07
C1 0.017 1.598 -0.393  -1.47
C2 -1.064 -0.822 0.111  0.66
C3 -1.101 0.743 0.104  0.61
C4 -0.025 -1.534 -0.640  -1.40
C5 -0.915 -0.007 1.349  -1.00
H1 -0.125 2.656 -0.048  0.40
H2 1.086 1.189 -0.280  0.27
H3 -0.100 0.001 1.953  0.30
H4 0.065 -2.551 -0.286  0.40
H5 1.165 -1.262 -0.521  0.26
H6 -0.406 -1.513 -1.658  0.38
H7 -1.792 -0.012 2.004  0.30
H8 -0.125 1.783 -1.436  0.43

Atoms 1-6, force components in eV/Å:
-0.546 0.747 -0.299
-0.085 -0.965 -0.281
1.194 0.811 -0.498
-0.410 2.461 0.669
0.776 -0.655 0.405
3.088 -0.549 0.001

Output
- Energy relative to the best compared isomer or geometry (same formula, charge and spin): 28.8 kcal/mol
- Charge: 0
- E_HOMO: -9.6 eV
- Electronic energy: -145397.9935 eV

No. 4
Density functional theory data (wB97M-V/def2-TZVPD) for a 3-piece molecular cluster, C23H35BClN5O5PS2 overall.

Last column: Mulliken charge in e.
Cartesian coordinates (Å):
Cl1 1.530 -3.468 -1.364  -0.07
S1 6.528 -0.345 -0.159  -0.07
S2 1.146 2.144 3.620  -0.37
P1 1.119 0.274 4.257  0.04
O1 -1.156 4.821 -1.380  -0.57
O2 -2.411 -1.094 3.159  -0.54
O3 -2.007 -1.788 -3.224  -0.43
O4 3.448 0.301 2.181  -0.46
O5 5.496 2.299 0.772  -0.24
N1 0.158 -2.680 1.079  0.58
N2 4.772 2.911 -1.422  -0.23
N3 -3.286 0.542 0.346  0.38
N4 5.336 1.680 -1.577  -0.28
N5 -1.159 -2.840 4.473  -0.55
C1 0.062 -1.839 2.281  0.21
C2 -0.043 4.956 -0.906  0.82
C3 2.444 -0.660 1.798  0.03
C4 -3.188 -1.867 -5.288  -1.16
C5 -1.730 -2.979 -0.541  -0.24
C6 -3.180 1.994 0.095  -0.38
C7 0.342 6.204 -0.156  -1.16
C8 5.766 1.331 -0.230  0.37
C9 -5.119 1.751 1.667  -0.81
C10 -0.623 -1.997 -5.149  -1.03
C11 5.206 -1.527 0.391  -0.61
C12 -2.893 -1.999 -0.019  -0.45
C13 -0.867 -3.681 0.665  -1.04
C14 -4.429 0.432 1.235  -0.02
C15 -1.945 -1.876 -4.440  0.72
C16 1.002 3.881 -1.046  -0.82
C17 -2.377 -0.485 -0.232  -0.50
C18 2.515 -1.538 0.513  0.15
C19 1.332 -2.523 0.208  0.12
C20 1.182 -0.810 2.699  -0.30
C21 4.850 3.322 -0.021  0.03
C22 -4.253 2.834 0.877  -0.48
C23 3.801 -1.335 -0.428  -0.51
B1 -1.234 -1.892 3.282  0.32
H1 -1.371 -0.397 0.343  0.02
H2 -0.401 -4.617 0.162  0.42
H3 -4.835 -0.543 1.677  0.25
H4 3.700 -0.275 -0.874  0.28
H5 -0.486 -1.152 -5.827  0.35
H6 1.867 4.266 -1.590  0.39
H7 -0.508 6.890 -0.134  0.32
H8 -3.224 -2.238 1.048  0.18
H9 -3.813 -2.193 -0.696  0.50
H10 -3.262 -2.802 -5.849  0.35
H11 -1.524 -4.101 1.497  0.36
H12 0.185 -1.990 -4.413  0.17
H13 0.579 3.045 -1.608  0.27
H14 -3.111 -1.622 3.632  0.31
H15 -0.411 -2.516 5.113  0.29
H16 -2.385 2.442 -0.609  0.32
H17 1.176 6.697 -0.659  0.35
H18 5.591 -2.593 0.143  0.38
H19 4.456 4.272 0.472  0.38
H20 1.304 3.520 -0.060  0.09
H21 -2.176 -3.874 -1.130  0.33
H22 2.252 0.040 5.131  0.19
H23 5.069 -1.502 1.524  0.31
H24 0.615 5.951 0.871  0.30
H25 -1.040 -2.445 -1.302  0.22
H26 -0.974 -3.806 4.165  0.29
H27 3.861 -2.058 -1.308  0.40
H28 3.205 1.099 1.632  0.24
H29 -3.165 -1.016 -5.972  0.35
H30 -4.390 3.972 0.887  0.34
H31 -4.065 -1.775 -4.644  0.28
H32 -0.073 0.109 5.032  0.18
H33 -2.199 -0.208 -1.331  0.43
H34 -0.583 -2.937 -5.703  0.35
H35 -6.002 1.907 2.366  0.33

Atoms 1-6, force components in eV/Å:
-0.700 1.275 2.753
-0.668 1.028 0.729
-0.068 -0.718 0.230
0.384 2.271 -1.196
0.624 -0.035 0.262
2.239 -2.673 0.005

Output
- Charge: +1
- E_HOMO: -9.3 eV
- Electronic energy: -86248.2610 eV

No. 5
Density functional theory data (wB97M-V/def2-TZVPD) for one molecule with the formula C4H2I2O2.

Last column: Mulliken charge in e.
Cartesian coordinates (Å):
I1 4.491 0.540 -0.505  0.19
I2 -0.892 3.050 0.174  0.18
O1 0.681 -0.807 1.152  -0.28
O2 2.821 -1.699 1.125  -0.45
C1 0.436 1.578 0.575  -0.35
C2 3.175 -0.094 0.888  -0.61
C3 -0.172 0.369 1.237  -0.32
C4 1.954 -0.697 0.990  0.98
H1 -0.326 0.599 2.284  0.34
H2 -1.189 -0.006 0.837  0.33

Atoms 1-6, force components in eV/Å:
-0.130 -0.028 -0.351
-0.183 -0.050 0.188
-0.349 0.267 0.172
-1.145 0.196 -0.210
-0.080 -1.039 0.251
-1.991 0.129 0.901

Output
- Energy relative to the best compared isomer or geometry (same formula, charge and spin): 152.7 kcal/mol
- Charge: 0
- E_HOMO: -7.6 eV
- Electronic energy: -24468.4514 eV

No. 6
Density functional theory data (wB97M-V/def2-TZVPD) for a 2-piece molecular cluster, C2H9OS overall.

Last column: Mulliken charge in e.
Cartesian coordinates (Å):
S1 0.809 0.562 -0.875  0.18
O1 -2.407 -1.326 -0.450  -0.61
C1 0.638 -0.990 0.105  -0.81
C2 1.302 1.793 0.398  -0.77
H1 -2.797 -1.975 -1.110  0.32
H2 -3.202 -1.255 0.032  0.31
H3 0.477 2.029 1.061  0.36
H4 -0.528 1.044 -1.102  0.29
H5 1.476 -1.006 0.707  0.36
H6 1.820 2.716 0.014  0.35
H7 -0.275 -0.990 0.636  0.36
H8 2.109 1.294 0.999  0.29
H9 0.576 -1.895 -0.416  0.38

Atoms 1-6, force components in eV/Å:
-1.123 0.704 -0.186
0.089 -1.633 -2.270
-1.381 1.488 -0.530
1.570 -0.147 0.683
1.361 0.933 0.551
-1.383 0.784 1.698

Output
- Energy relative to the best compared isomer or geometry (same formula, charge and spin): 18.9 kcal/mol
- Charge: +1
- E_HOMO: -15.5 eV
- Electronic energy: -15094.6961 eV

Number 1: strongest force on any atom 3.1 eV Å⁻¹, orbital gap 9.0 eV. Number 2: strongest force on any atom 4.3 eV Å⁻¹, orbital gap 6.7 eV. Number 3: strongest force on any atom 3.3 eV Å⁻¹, orbital gap 10.3 eV. Number 4: strongest force on any atom 6.8 eV Å⁻¹, orbital gap 4.6 eV. Number 5: strongest force on any atom 3.3 eV Å⁻¹, orbital gap 5.9 eV. Number 6: strongest force on any atom 2.8 eV Å⁻¹, orbital gap 11.7 eV.